127
Properties=species:S:1:pos:R:3 method="wB97M-V/def2-TZVPD" smiles="C[C@H]1COC(=O)O1.C[C@H]1COC(=O)O1.C[C@H]1COC(=O)O1.COC(=O)OC.COC(=O)OC.COC(=O)OC.COC(=O)OC.BrCCBr.BrCCBr.BrCCBr.BrCCBr.BrCCBr" relative_energy_kcal_mol=36.9 homo_ev=-9.6184 homo_lumo_gap_ha=0.3499
C 0.691 -1.145 -1.899
C 0.485 -0.543 -0.511
C -0.057 0.896 -0.574
O -1.042 0.925 0.472
C -1.413 -0.333 0.730
O -2.275 -0.608 1.517
O -0.605 -1.202 0.124
H -0.181 -1.313 -2.526
H 1.067 -2.172 -1.820
H 1.580 -0.654 -2.309
H 1.411 -0.630 0.054
H -0.588 1.069 -1.513
H 0.654 1.696 -0.399
C 5.676 0.025 -1.721
C 4.706 -0.306 -2.853
C 4.327 0.903 -3.745
O 5.411 0.864 -4.697
C 5.772 -0.421 -4.854
O 6.419 -0.821 -5.767
O 5.310 -1.175 -3.819
H 6.625 0.425 -2.085
H 5.939 -0.942 -1.292
H 5.243 0.788 -1.076
H 3.821 -0.811 -2.470
H 4.215 1.870 -3.267
H 3.471 0.659 -4.380
C -4.136 1.724 1.961
C -4.916 2.264 3.120
C -5.795 3.503 2.947
O -6.790 3.308 3.974
C -6.920 1.985 4.147
O -7.819 1.413 4.681
O -5.970 1.320 3.453
H -4.575 1.958 0.984
H -3.991 0.648 1.999
H -3.192 2.262 1.831
H -4.228 2.335 3.967
H -6.326 3.537 1.995
H -5.293 4.456 3.102
Br 0.321 -3.968 -3.867
C 1.965 -3.113 -4.486
C 1.764 -2.774 -5.939
Br 3.211 -1.625 -6.617
H 2.697 -3.900 -4.336
H 2.181 -2.276 -3.828
H 0.775 -2.373 -6.138
H 1.825 -3.705 -6.499
Br 0.920 3.229 3.838
C -0.993 3.448 3.345
C -1.099 4.557 2.329
Br -0.330 4.052 0.576
H -1.436 3.760 4.286
H -1.380 2.505 2.974
H -0.591 5.493 2.541
H -2.142 4.857 2.213
Br 7.284 1.599 3.894
C 5.742 1.887 2.753
C 5.356 0.625 1.990
Br 3.814 1.030 0.789
H 6.030 2.692 2.080
H 4.947 2.312 3.358
H 4.981 -0.069 2.740
H 6.131 0.097 1.446
Br 3.464 6.824 -2.678
C 3.027 4.978 -2.187
C 2.988 4.793 -0.690
Br 4.909 4.521 -0.147
H 3.612 4.183 -2.635
H 1.986 4.930 -2.510
H 2.476 3.918 -0.300
H 2.633 5.646 -0.120
Br -7.519 -1.555 2.023
C -5.626 -2.138 2.122
C -4.961 -2.207 0.761
Br -5.959 -3.199 -0.515
H -5.672 -3.176 2.456
H -5.125 -1.588 2.914
H -4.015 -2.743 0.809
H -4.777 -1.224 0.333
C -5.161 -0.160 8.082
O -4.788 -1.121 7.068
C -3.741 -0.794 6.344
O -2.909 0.029 6.622
O -3.765 -1.545 5.235
C -2.695 -1.317 4.289
H -5.908 -0.640 8.714
H -5.717 0.574 7.499
H -4.378 0.205 8.736
H -3.001 -0.385 3.829
H -2.706 -2.136 3.579
H -1.732 -1.345 4.796
C -1.705 -4.448 1.984
O -1.832 -5.406 0.955
C -1.982 -4.937 -0.276
O -1.634 -3.835 -0.633
O -2.542 -5.836 -1.047
C -2.962 -5.427 -2.353
H -2.666 -4.143 2.400
H -1.163 -3.521 1.796
H -1.151 -4.920 2.797
H -3.083 -6.316 -2.963
H -2.315 -4.682 -2.807
H -3.937 -4.974 -2.174
C 5.175 -3.728 -1.758
O 4.538 -2.716 -1.025
C 3.761 -3.032 0.021
O 3.589 -2.328 0.954
O 3.248 -4.274 -0.153
C 2.510 -4.767 0.939
H 5.875 -4.294 -1.139
H 5.703 -3.311 -2.617
H 4.578 -4.496 -2.263
H 3.139 -5.072 1.781
H 1.941 -5.639 0.621
H 1.805 -4.015 1.295
C 1.644 4.422 -5.979
O 1.096 3.996 -4.733
C -0.214 3.774 -4.702
O -0.938 3.807 -5.661
O -0.588 3.444 -3.474
C -1.972 3.383 -3.154
H 1.042 5.256 -6.336
H 1.795 3.576 -6.645
H 2.609 4.875 -5.748
H -2.511 4.168 -3.689
H -2.170 3.604 -2.107
H -2.308 2.393 -3.459